{"formula": "C36H49BeN5O2P2S", "method": "ωB97M-V/def2-TZVPD", "energy_ev": -79491.8259, "lumo_ha": 0.0174, "fmax_ev_per_a": 0.49, "de_lowest_kcal_mol": 0.0, "orbital_gap_ev": 7.228, "homo_energy_ev": -6.755, "species": ["Be", "C", "C", "C", "P", "C", "C", "C", "C", "C", "C", "C", "C", "C", "C", "N", "C", "C", "C", "C", "C", "C", "C", "P", "C", "C", "C", "C", "C", "C", "H", "H", "H", "H", "H", "H", "H", "H", "H", "H", "H", "H", "H", "H", "H", "H", "H", "H", "H", "H", "H", "H", "H", "H", "H", "H", "H", "H", "H", "H", "H", "H", "H", "H", "H", "H", "H", "H", "H", "H", "N", "C", "C", "C", "C", "C", "C", "S", "O", "O", "N", "C", "N", "C", "C", "C", "N", "H", "H", "H", "H", "H", "H", "H", "H", "H"], "positions_angstrom": [[-0.390, 0.227, 0.179], [-3.999, -3.301, -0.005], [-3.078, -2.200, -0.536], [-3.901, -1.057, -1.133], [-1.789, -1.565, 0.625], [-1.191, -3.070, 1.514], [-0.211, -2.701, 2.624], [-0.566, -4.062, 0.530], [-2.579, -0.563, 1.923], [-3.884, -0.667, 2.395], [-4.382, 0.192, 3.369], [-5.807, 0.089, 3.843], [-3.526, 1.168, 3.868], [-2.223, 1.296, 3.415], [-1.719, 0.430, 2.440], [-0.451, 0.530, 1.872], [0.687, 0.703, 2.620], [0.742, 0.641, 4.027], [1.942, 0.755, 4.697], [3.158, 0.932, 4.034], [4.454, 1.028, 4.792], [3.116, 0.984, 2.652], [1.921, 0.875, 1.938], [1.737, 0.837, 0.151], [2.845, -0.424, -0.595], [4.346, -0.165, -0.537], [2.490, -1.791, -0.027], [2.326, 2.439, -0.584], [3.388, 3.161, 0.243], [1.160, 3.381, -0.883], [-4.687, -3.606, -0.796], [-4.603, -2.965, 0.838], [-3.452, -4.188, 0.312], [-2.472, -2.621, -1.346], [-4.553, -0.605, -0.383], [-4.525, -1.443, -1.941], [-3.278, -0.274, -1.559], [-2.074, -3.526, 1.973], [0.670, -2.196, 2.225], [0.124, -3.607, 3.135], [-0.666, -2.042, 3.365], [0.360, -3.672, 0.113], [-1.214, -4.293, -0.315], [-0.338, -4.997, 1.048], [-4.537, -1.434, 1.999], [-6.207, -0.912, 3.676], [-6.453, 0.793, 3.314], [-5.888, 0.309, 4.908], [-3.888, 1.853, 4.627], [-1.588, 2.079, 3.811], [-0.164, 0.482, 4.595], [1.936, 0.695, 5.781], [4.357, 1.670, 5.669], [5.246, 1.440, 4.166], [4.789, 0.048, 5.142], [4.043, 1.119, 2.109], [2.524, -0.396, -1.646], [4.718, -0.242, 0.486], [4.617, 0.814, -0.935], [4.873, -0.916, -1.131], [2.751, -1.852, 1.033], [3.036, -2.577, -0.555], [1.428, -1.993, -0.153], [2.770, 2.131, -1.537], [3.006, 3.416, 1.232], [3.674, 4.088, -0.258], [4.289, 2.563, 0.380], [0.619, 3.638, 0.031], [0.455, 2.943, -1.587], [1.537, 4.309, -1.318], [3.470, 1.013, -7.014], [2.557, 0.432, -6.140], [1.245, 0.914, -6.065], [0.350, 0.377, -5.161], [0.755, -0.653, -4.318], [2.049, -1.142, -4.384], [2.947, -0.604, -5.291], [-0.364, -1.249, -3.094], [0.252, -2.398, -2.476], [-1.658, -1.417, -3.706], [-0.391, -0.111, -1.965], [-1.224, 0.929, -1.961], [-1.799, 1.536, -3.011], [-2.596, 2.554, -2.719], [-2.846, 3.020, -1.430], [-2.195, 2.366, -0.402], [-1.403, 1.341, -0.671], [3.064, 1.483, -7.807], [4.248, 0.429, -7.275], [0.932, 1.715, -6.724], [-0.664, 0.750, -5.093], [2.341, -1.955, -3.731], [3.958, -0.990, -5.347], [-3.065, 3.043, -3.566], [-3.509, 3.852, -1.250], [-2.300, 2.637, 0.642]], "forces_ev_per_angstrom": [[-0.13, 0.20, 0.44], [0.03, -0.02, 0.02], [-0.07, 0.03, 0.01], [0.00, 0.04, 0.02], [0.11, 0.00, -0.10], [-0.05, -0.02, -0.02], [0.01, 0.02, 0.02], [-0.02, -0.01, 0.02], [-0.02, 0.01, 0.04], [0.01, 0.03, 0.00], [0.00, -0.03, -0.02], [-0.03, -0.01, 0.00], [0.02, 0.03, 0.03], [0.00, -0.01, -0.01], [-0.12, -0.06, 0.03], [-0.01, 0.06, -0.12], [0.08, -0.01, -0.01], [0.00, 0.01, 0.00], [-0.01, -0.01, 0.02], [0.00, 0.00, -0.01], [0.03, 0.01, 0.01], [-0.04, -0.01, 0.01], [-0.01, 0.00, 0.06], [0.07, -0.11, -0.09], [0.09, 0.03, -0.07], [0.01, 0.03, 0.02], [0.07, -0.04, 0.00], [0.00, 0.01, -0.03], [0.01, -0.01, 0.03], [-0.01, 0.02, 0.03], [0.01, 0.00, -0.01], [0.01, -0.05, -0.07], [0.03, -0.02, 0.01], [0.00, 0.02, -0.03], [-0.01, 0.01, 0.03], [0.00, 0.00, 0.01], [-0.03, -0.07, -0.01], [-0.01, 0.02, -0.01], [0.00, 0.00, 0.00], [0.00, 0.00, 0.00], [0.01, 0.00, 0.00], [0.01, 0.00, -0.01], [-0.05, -0.02, 0.01], [0.01, 0.01, 0.00], [0.01, 0.05, 0.04], [0.01, 0.00, -0.01], [0.01, 0.00, 0.00], [0.01, 0.00, 0.00], [-0.01, 0.00, 0.00], [-0.01, 0.00, -0.01], [0.02, -0.02, -0.01], [0.01, 0.00, 0.00], [-0.01, 0.00, 0.00], [0.00, -0.01, -0.01], [-0.01, 0.00, 0.00], [0.01, -0.01, 0.01], [-0.01, -0.02, 0.04], [0.01, 0.01, 0.00], [0.01, -0.02, 0.00], [-0.02, -0.01, 0.00], [-0.03, 0.01, -0.01], [-0.01, 0.01, -0.01], [-0.03, 0.01, 0.01], [-0.03, 0.01, -0.01], [-0.01, 0.01, -0.01], [0.00, -0.01, -0.02], [0.00, 0.01, 0.01], [-0.01, -0.02, 0.00], [0.00, 0.01, -0.01], [0.00, 0.00, 0.01], [0.00, 0.00, -0.03], [-0.04, 0.01, 0.01], [0.05, -0.02, -0.01], [0.00, -0.05, -0.04], [-0.04, 0.12, 0.03], [0.07, -0.04, -0.01], [-0.02, -0.01, 0.00], [-0.04, -0.10, -0.21], [0.05, -0.01, 0.00], [0.03, 0.02, 0.04], [-0.02, -0.10, -0.07], [-0.03, 0.10, 0.07], [-0.07, 0.06, 0.06], [0.03, -0.03, -0.04], [0.00, 0.01, 0.11], [-0.05, 0.02, -0.14], [0.09, -0.09, -0.03], [0.00, 0.01, 0.00], [0.00, 0.00, 0.01], [0.01, 0.00, 0.00], [0.03, -0.01, -0.01], [-0.01, 0.02, 0.01], [0.00, 0.00, 0.00], [0.00, -0.02, -0.01], [0.01, 0.00, 0.01], [-0.01, 0.00, 0.00]]}



{"formula": "C20H18N4O3S2", "method": "ωB97M-V/def2-TZVPD", "energy_ev": -54804.5005, "lumo_ha": -0.0001, "fmax_ev_per_a": 1.85, "de_lowest_kcal_mol": 73.0, "orbital_gap_ev": 8.823, "homo_energy_ev": -8.826, "species": ["O", "C", "N", "C", "N", "N", "C", "C", "C", "C", "H", "H", "H", "H", "H", "S", "H", "C", "C", "C", "C", "C", "C", "H", "S", "O", "O", "N", "C", "C", "C", "C", "C", "C", "C", "H", "H", "C", "H", "H", "H", "H", "H", "H", "H", "H", "H"], "positions_angstrom": [[-0.887, -4.147, -0.423], [-1.231, -3.001, -0.244], [-2.461, -2.569, -0.675], [-3.131, -1.397, -0.445], [-4.142, -1.048, -1.165], [-4.712, 0.080, -0.778], [-4.176, 0.630, 0.250], [-4.597, 1.882, 0.857], [-5.069, 2.996, -0.049], [-6.056, 2.266, 0.789], [-6.716, 1.569, 0.297], [-6.480, 2.759, 1.651], [-5.060, 2.795, -1.108], [-4.792, 4.004, 0.222], [-4.038, 2.153, 1.743], [-2.804, -0.287, 0.886], [-2.977, -3.233, -1.245], [-0.356, -1.979, 0.399], [0.235, -2.243, 1.630], [1.068, -1.306, 2.220], [1.334, -0.109, 1.575], [0.774, 0.126, 0.333], [-0.062, -0.792, -0.266], [-0.485, -0.562, -1.233], [1.198, 1.618, -0.572], [0.264, 1.784, -1.643], [1.396, 2.690, 0.352], [2.682, 1.233, -1.253], [3.687, 0.872, -0.342], [4.191, 1.644, 0.686], [5.188, 1.093, 1.479], [5.662, -0.188, 1.247], [5.146, -0.958, 0.211], [4.158, -0.420, -0.584], [3.407, -1.013, -1.743], [2.722, -1.791, -1.394], [4.068, -1.453, -2.488], [2.658, 0.212, -2.300], [3.180, 0.622, -3.170], [1.626, 0.014, -2.582], [5.512, -1.958, 0.032], [6.440, -0.594, 1.875], [5.602, 1.676, 2.288], [3.803, 2.634, 0.863], [1.961, 0.647, 2.020], [1.508, -1.509, 3.184], [0.022, -3.179, 2.123]], "forces_ev_per_angstrom": [[0.11, -0.11, 0.09], [-0.06, 0.06, -0.04], [-0.10, -0.68, -0.44], [0.04, 1.10, 0.90], [0.74, -1.56, -0.66], [-0.92, 1.38, 0.28], [0.67, -0.68, 0.34], [-0.10, 0.41, 0.14], [0.07, 0.13, 0.01], [-0.08, 0.00, 0.11], [0.02, -0.10, -0.08], [0.03, 0.07, 0.06], [0.01, -0.12, -0.07], [0.00, 0.06, 0.09], [-0.09, 0.11, 0.00], [-0.87, -0.04, -0.80], [0.13, 0.06, 0.09], [0.41, 0.11, 0.00], [-0.12, -0.02, -0.14], [-0.01, 0.03, 0.00], [0.03, 0.03, 0.18], [0.13, 0.58, -0.41], [-0.03, -0.22, -0.07], [-0.12, -0.02, -0.09], [-0.10, -0.14, -0.07], [0.09, -0.31, -0.08], [0.26, -0.21, 0.22], [-1.05, 0.72, 0.25], [0.86, -0.36, 0.55], [0.07, 0.03, -0.02], [-0.06, 0.07, 0.05], [0.06, -0.13, 0.03], [0.02, 0.08, 0.04], [-0.17, 0.29, -0.08], [-0.07, -0.06, 0.04], [0.01, 0.00, -0.05], [-0.05, -0.01, -0.02], [-0.06, -0.35, -0.70], [-0.11, -0.08, 0.06], [0.10, -0.07, -0.14], [0.05, -0.11, -0.01], [0.08, -0.02, 0.06], [0.04, 0.05, 0.07], [0.02, 0.12, 0.02], [0.08, 0.03, 0.13], [0.04, 0.00, 0.09], [0.00, -0.10, 0.05]]}



{"formula": "CH4NO", "method": "ωB97M-V/def2-TZVPD", "total_charge": 1, "energy_ev": -4623.9932, "lumo_ha": [-0.2928, -0.3483], "fmax_ev_per_a": 5.59, "de_lowest_kcal_mol": 173.4, "orbital_gap_ev": [10.898, 9.202], "homo_energy_ev": [-18.865, -18.681], "species": ["C", "N", "O", "H", "H", "H", "H"], "positions_angstrom": [[-0.599, 0.046, -0.005], [2.105, 0.158, -0.004], [0.504, -0.660, 0.000], [-1.204, -0.371, 0.695], [-0.586, 1.180, 0.203], [-0.994, -0.360, -0.946], [2.691, -0.682, 0.277]], "forces_ev_per_angstrom": [[0.77, 4.23, -1.25], [-2.68, -1.20, 0.19], [5.56, -0.21, 0.53], [-2.40, -1.80, 2.45], [0.39, -1.65, -0.93], [-0.93, 0.43, -0.75], [-0.71, 0.21, -0.25]]}



{"formula": "C32H62O8", "method": "ωB97M-V/def2-TZVPD", "energy_ev": -50566.4342, "lumo_ha": 0.0207, "fmax_ev_per_a": 5.71, "de_lowest_kcal_mol": 64.5, "orbital_gap_ev": 9.820, "homo_energy_ev": -9.256, "species": ["C", "O", "C", "C", "C", "C", "C", "C", "C", "C", "C", "C", "C", "C", "C", "C", "O", "C", "O", "O", "H", "H", "H", "H", "H", "H", "H", "H", "H", "H", "H", "H", "H", "H", "H", "H", "H", "H", "H", "H", "H", "H", "H", "H", "H", "H", "H", "H", "H", "H", "C", "C", "C", "O", "C", "H", "H", "H", "H", "H", "H", "H", "H", "C", "C", "C", "O", "C", "H", "H", "H", "H", "H", "H", "H", "H", "C", "C", "C", "O", "C", "H", "H", "H", "H", "H", "H", "H", "H", "C", "C", "C", "O", "C", "H", "H", "H", "H", "H", "H", "H", "H"], "positions_angstrom": [[1.071, 2.834, -3.703], [0.117, 3.767, -4.163], [-1.229, 3.408, -3.890], [-1.502, 2.819, -2.494], [-1.586, 1.275, -2.449], [-2.563, 0.764, -1.360], [-1.772, -0.182, -0.443], [-0.728, 0.566, 0.411], [-0.268, -0.286, 1.600], [0.481, -1.568, 1.191], [-0.395, -2.844, 1.025], [-0.322, -3.509, -0.347], [1.070, -4.073, -0.725], [1.417, -3.732, -2.176], [1.680, -2.255, -2.399], [1.124, -1.567, -3.694], [2.220, -0.697, -4.053], [2.909, -0.525, -2.893], [3.322, 0.441, -2.466], [3.018, -1.787, -2.344], [1.262, 2.913, -2.628], [2.013, 3.063, -4.196], [0.788, 1.802, -3.921], [-1.797, 4.337, -3.943], [-1.646, 2.768, -4.676], [-0.814, 3.206, -1.746], [-2.487, 3.185, -2.197], [-0.567, 0.940, -2.238], [-1.829, 0.898, -3.442], [-3.061, 1.563, -0.808], [-3.280, 0.126, -1.875], [-2.416, -0.745, 0.232], [-1.208, -0.830, -1.112], [-1.141, 1.509, 0.779], [0.129, 0.816, -0.218], [0.451, 0.329, 2.150], [-1.091, -0.481, 2.291], [1.194, -1.772, 1.984], [1.083, -1.318, 0.313], [-1.430, -2.540, 1.161], [-0.108, -3.533, 1.815], [-1.026, -4.343, -0.327], [-0.654, -2.866, -1.162], [0.998, -5.161, -0.705], [1.865, -3.807, -0.029], [0.629, -4.053, -2.858], [2.304, -4.297, -2.476], [1.078, -1.765, -1.622], [0.357, -0.888, -3.326], [0.807, -2.192, -4.519], [4.906, -0.179, 0.204], [5.252, 0.585, 1.478], [4.164, 0.114, 2.430], [3.831, -1.220, 2.043], [4.421, -1.507, 0.767], [5.744, -0.290, -0.483], [4.100, 0.325, -0.322], [6.232, 0.273, 1.847], [5.265, 1.667, 1.350], [3.261, 0.730, 2.340], [4.486, 0.120, 3.473], [5.255, -2.200, 0.927], [3.686, -1.992, 0.127], [-5.939, 3.500, 2.026], [-5.243, 2.444, 2.875], [-4.758, 1.465, 1.817], [-4.499, 2.233, 0.636], [-5.046, 3.548, 0.796], [-6.035, 4.467, 2.518], [-6.939, 3.156, 1.751], [-4.391, 2.888, 3.395], [-5.891, 1.979, 3.617], [-5.526, 0.723, 1.578], [-3.848, 0.940, 2.113], [-4.215, 4.247, 0.936], [-5.587, 3.829, -0.108], [-4.659, -2.559, -5.070], [-5.215, -3.726, -4.264], [-4.549, -3.514, -2.913], [-4.360, -2.103, -2.766], [-4.598, -1.459, -4.022], [-5.268, -2.290, -5.932], [-3.653, -2.797, -5.424], [-6.299, -3.628, -4.168], [-4.998, -4.702, -4.696], [-3.565, -3.996, -2.875], [-5.150, -3.888, -2.083], [-5.550, -0.922, -3.953], [-3.805, -0.735, -4.215], [5.683, 1.135, 5.988], [6.118, 1.510, 7.399], [5.645, 2.953, 7.496], [4.482, 3.058, 6.670], [4.365, 1.883, 5.863], [5.579, 0.062, 5.831], [6.403, 1.518, 5.261], [5.590, 0.892, 8.128], [7.188, 1.402, 7.573], [6.401, 3.646, 7.111], [5.393, 3.247, 8.516], [3.531, 1.287, 6.250], [4.137, 2.169, 4.835]], "forces_ev_per_angstrom": [[0.24, 0.04, -0.03], [-0.15, -0.19, 0.10], [-0.09, 0.61, 0.65], [-0.73, -0.50, -0.69], [0.31, 1.13, 0.56], [0.98, -1.10, -0.65], [0.25, 1.24, 0.23], [-0.58, -0.60, 0.19], [0.81, 0.51, -0.37], [-0.35, -0.08, 0.60], [0.15, 1.14, -0.71], [0.54, -0.67, 0.40], [-0.71, -0.47, -0.56], [1.36, -0.04, -0.25], [-1.76, 0.06, -0.22], [0.75, 0.39, 0.86], [-0.65, 0.53, -0.30], [-1.41, -5.00, -2.38], [2.11, 4.41, 1.59], [-0.06, 0.02, 1.01], [-0.17, 0.02, 0.09], [-0.01, -0.06, -0.13], [0.02, -0.06, -0.17], [0.17, 0.16, -0.20], [0.23, -0.27, 0.02], [0.17, 0.05, 0.00], [-0.06, 0.12, -0.02], [-0.02, -0.32, -0.03], [-0.21, -0.04, -0.05], [0.11, -0.18, -0.17], [-0.49, 0.25, 0.17], [-0.15, -0.21, -0.19], [-0.25, -0.58, 0.16], [-0.10, 0.03, -0.01], [0.15, 0.08, 0.11], [-0.05, -0.02, 0.17], [-0.10, -0.15, -0.09], [0.28, -0.01, -0.03], [-0.02, -0.21, -0.09], [-0.15, -0.19, 0.32], [-0.20, -0.29, -0.06], [-0.07, -0.03, -0.16], [-0.18, 0.32, 0.24], [0.15, -0.09, 0.25], [0.00, 0.31, -0.05], [-0.23, 0.00, 0.12], [0.05, 0.02, -0.11], [0.55, 0.15, 0.25], [-0.62, -0.27, -0.59], [0.19, -0.05, -0.14], [-0.12, 0.06, 0.15], [0.23, -0.07, 0.04], [-0.20, 0.04, -0.03], [0.09, 0.05, -0.06], [0.18, -0.10, 0.13], [-0.01, -0.01, 0.00], [0.00, -0.01, -0.03], [-0.01, 0.03, 0.02], [-0.03, -0.01, 0.00], [0.05, 0.08, 0.04], [-0.05, -0.08, 0.01], [0.01, -0.01, -0.07], [-0.08, -0.01, 0.03], [-0.18, -0.05, -0.05], [0.16, 0.08, 0.10], [-0.08, -0.15, -0.11], [-0.24, 0.19, 0.30], [0.19, 0.07, -0.01], [0.03, 0.00, -0.01], [0.01, 0.03, 0.00], [-0.01, -0.03, 0.01], [0.00, -0.01, -0.03], [0.01, -0.04, 0.07], [0.03, 0.01, -0.09], [-0.05, 0.07, 0.00], [0.05, -0.07, -0.04], [0.18, -0.03, -0.07], [-0.18, 0.00, 0.02], [0.18, 0.00, 0.06], [-0.01, -0.09, -0.16], [-0.15, 0.09, 0.10], [-0.01, 0.01, 0.02], [-0.02, 0.02, -0.01], [0.01, -0.02, 0.01], [0.02, 0.01, 0.01], [-0.03, -0.08, 0.00], [0.03, 0.07, 0.04], [0.02, 0.04, -0.08], [0.01, 0.01, 0.09], [0.13, 0.05, -0.13], [-0.07, -0.10, 0.13], [0.05, 0.14, -0.11], [0.12, -0.12, 0.01], [-0.18, -0.02, 0.11], [-0.02, 0.01, 0.02], [-0.02, -0.02, -0.01], [0.02, 0.01, 0.00], [-0.01, 0.02, -0.02], [0.06, -0.02, 0.07], [-0.06, 0.04, -0.03], [0.01, -0.07, -0.08], [-0.03, 0.08, 0.04]]}



Q: Which formula does entry 1 have?
A: C36H49BeN5O2P2S